Molecular formula: C2H3ClN3S
Method: DFT, wB97M-V/def2-TZVPD

Summary:
total charge: +1
LUMO: -5.8 eV
HOMO-LUMO gap: 0.38297 Eh
relative energy (zero: lowest compared OMol25 entry of this formula, charge and spin): 7.9 kcal per mole
largest force on an atom: 3.5 eV Å⁻¹

```
10
C2H3ClN3S | OMol25 | wB97M-V/def2-TZVPD
C 1.01740 0.85994 -0.03763
C -1.29260 -0.19015 0.57283
N 0.29617 -1.11684 -1.03682
N 1.39164 -0.93762 -1.66097
N -0.02133 -0.13664 -0.15903
S 2.17952 0.38320 -1.12261
Cl 1.14809 2.06885 1.19200
H -1.70406 0.80308 0.49279
H -1.82604 -1.09166 0.20490
H -1.18880 -0.64216 1.55454
```

---

Molecular formula: C3H36NO15
Method: DFT, wB97M-V/def2-TZVPD

Summary:
total charge: +1
LUMO: -2.7 eV
HOMO-LUMO gap: 0.37907 Eh
relative energy (zero: lowest compared OMol25 entry of this formula, charge and spin): 69.6 kcal per mole
largest force on an atom: 7.5 eV Å⁻¹

```
55
C3H36NO15 | OMol25 | wB97M-V/def2-TZVPD
O 0.70872 -1.12601 1.66673
C 0.44420 -0.13077 1.12587
C -1.09693 0.20916 1.10592
N -1.50845 0.91375 -0.16168
C -2.47280 1.99537 0.17019
H 1.07561 0.48046 0.49989
H -1.87682 -0.67290 1.08808
H -1.35158 1.00421 1.95046
H -0.57163 1.25768 -0.48536
H 1.85451 -0.87084 -2.21568
H -1.99189 2.75649 0.85429
H -3.43662 1.59939 0.60761
H -2.66130 2.53673 -0.77754
H -1.22334 -3.93223 -0.61726
H -2.61957 -4.08555 0.12300
O -2.08569 -3.42777 -0.35330
H 0.97621 3.36126 1.02061
H 0.84814 4.62230 1.88612
O 0.44542 3.77099 1.70220
H 3.50552 0.52555 0.44507
H 3.56362 0.75165 -1.04119
O 3.25790 1.14431 -0.25438
H 2.33672 0.97896 3.31234
H 1.15177 1.89931 3.33322
O 1.38366 1.00920 2.98873
H -0.82928 -2.72822 3.56066
H -0.49441 -1.80599 2.35546
O -1.21656 -2.12350 2.95546
H 1.57463 -2.28783 -2.95676
H -1.87364 0.26408 -0.79941
O 2.29410 -1.46812 -2.76381
H 3.35725 -2.53363 -0.94010
H 3.86664 -3.84072 -0.35052
O 3.38958 -3.13388 -0.21486
H 3.61173 -1.45938 1.13409
H 4.92859 -1.18188 1.93348
O 4.16177 -0.83013 1.56926
H -1.61454 2.17428 -3.48524
H -2.18489 0.76459 -3.29932
O -1.79174 1.47983 -2.78695
H -3.71529 -1.35705 2.03734
H -5.11025 -0.43137 2.21156
O -4.17032 -0.52901 1.94408
H 3.24834 2.47330 0.81422
H 3.80990 3.97466 0.75812
O 3.06075 3.44511 1.05808
H -2.37199 -1.79439 -0.70282
H -3.65456 -1.04369 -1.47957
O -2.58177 -1.17916 -1.48072
H 0.52448 0.61658 -2.80401
H 1.60104 1.55605 -2.14687
O 1.09678 0.82755 -2.06889
H -1.99209 -1.64675 -3.41103
H -3.15640 -1.64280 -4.42305
O -2.42322 -1.12922 -4.19182
```

---

Molecular formula: C30H80O10
Method: DFT, wB97M-V/def2-TZVPD

Summary:
total charge: 0
LUMO: 0.6 eV
HOMO-LUMO gap: 0.37153 Eh
relative energy (zero: lowest compared OMol25 entry of this formula, charge and spin): 43.4 kcal per mole
largest force on an atom: 2.8 eV Å⁻¹
SMILES string: CC(C)O.CC(C)O.CC(C)O.CC(C)O.CC(C)O.CC(C)O.CC(C)O.CC(C)O.CC(C)O.CC(C)O

```
120
C30H80O10 | OMol25 | wB97M-V/def2-TZVPD
C 14.97321 12.45543 17.03921
C 14.89099 10.94997 17.40832
C 14.48325 10.75537 18.90528
O 14.13465 10.29180 16.47216
H 15.37364 12.49273 16.01367
H 15.74024 12.90182 17.65723
H 13.94585 12.83474 17.06375
H 15.91642 10.60407 17.28834
H 13.48527 11.11930 18.93906
H 15.18998 11.28720 19.55482
H 14.39681 9.68813 19.18086
H 14.36906 9.28969 16.49434
C 19.60705 8.90904 12.49468
C 18.83835 9.86637 13.37751
C 19.77882 11.00081 13.92855
O 17.82439 10.48283 12.59203
H 20.30664 9.48389 11.86962
H 18.92779 8.29915 11.89545
H 20.26789 8.21620 13.09078
H 18.41945 9.26728 14.26352
H 19.19421 11.85850 14.36121
H 20.48659 11.34932 13.15367
H 20.46059 10.65146 14.67689
H 17.42869 11.22385 13.12600
C 10.01034 5.75402 15.84830
C 11.50224 6.11186 15.62520
C 11.67822 7.15825 14.55100
O 11.97522 6.65915 16.82452
H 10.03893 4.96554 16.57361
H 9.52369 5.31942 14.99235
H 9.47049 6.60010 16.23056
H 12.10006 5.20798 15.36123
H 10.86935 7.91716 14.63410
H 11.54284 6.76180 13.58847
H 12.57909 7.71146 14.70361
H 11.50648 7.55997 16.91367
C 15.69253 13.42334 11.69951
C 16.16916 13.77502 13.07288
C 15.22850 14.69044 13.90397
O 16.46830 12.58711 13.85895
H 14.86975 12.72441 11.80036
H 16.45357 12.93855 11.10004
H 15.28857 14.27086 11.17728
H 17.12373 14.33311 13.08238
H 15.75012 14.79236 14.82114
H 14.21770 14.23936 14.05765
H 15.10766 15.68368 13.52894
H 15.63683 12.10456 13.91354
C 9.51296 10.84177 17.89421
C 10.49839 9.76550 18.11342
C 10.23459 8.90168 19.32566
O 10.63191 8.95900 17.00181
H 9.48656 11.41305 18.80693
H 8.52896 10.50233 17.62815
H 9.83046 11.44246 16.97514
H 11.47682 10.19041 18.31847
H 10.94236 8.09700 19.26961
H 9.22513 8.43123 19.34068
H 10.53675 9.35797 20.25112
H 10.60513 9.45650 16.14568
C 16.55113 11.56064 5.70775
C 15.56852 11.99751 6.77439
C 15.98216 13.14064 7.62618
O 14.34605 12.38612 6.09629
H 16.57055 12.35714 4.95509
H 16.31203 10.57118 5.26456
H 17.56617 11.49779 6.17933
H 15.34028 11.18010 7.45250
H 16.75493 12.77631 8.23442
H 15.12105 13.35738 8.26738
H 16.31015 13.96303 6.94265
H 13.73841 12.71160 6.75989
C 9.12589 12.50930 14.20464
C 9.47123 11.06354 13.89651
C 9.82553 10.87805 12.44684
O 10.58101 10.57649 14.68615
H 9.30998 12.70270 15.22352
H 8.12066 12.84685 13.91308
H 9.87264 13.15822 13.68827
H 8.68056 10.35599 14.22109
H 10.00190 9.85439 12.11104
H 10.75703 11.49796 12.26140
H 9.10658 11.29721 11.66510
H 11.38812 11.07256 14.43493
C 19.63366 10.18820 17.56903
C 19.06165 10.42558 18.98412
C 19.83291 9.85979 20.16111
O 18.91963 11.80811 19.23507
H 18.76626 10.52360 16.95869
H 19.97298 9.15783 17.40206
H 20.50244 10.88337 17.49199
H 18.06968 9.97431 18.95624
H 19.34481 10.07353 21.12117
H 20.82001 10.28953 20.17065
H 19.90346 8.75050 20.12989
H 19.85640 12.07718 19.35079
C 14.03613 10.14202 11.13573
C 13.80994 9.70881 12.60695
C 14.76936 8.56748 13.01726
O 13.87045 10.77322 13.53844
H 13.33615 10.92664 10.85392
H 13.81717 9.32057 10.36122
H 15.00334 10.58157 11.03220
H 12.83045 9.18619 12.76065
H 14.72539 7.80251 12.24212
H 14.54408 8.15460 14.00423
H 15.82290 8.94416 13.04704
H 13.85586 10.51766 14.47476
C 16.90429 7.48109 16.87185
C 15.57769 6.74521 16.63930
C 15.27936 5.58645 17.63899
O 14.50969 7.61735 16.69129
H 16.80559 8.32119 16.15266
H 17.74190 6.85482 16.61649
H 17.06936 7.73009 17.94605
H 15.60148 6.24107 15.66498
H 14.21409 5.44460 17.74714
H 15.64102 5.90507 18.61363
H 15.65793 4.60330 17.30096
H 13.65711 7.17657 16.76712
```

---

Molecular formula: C6H18BF4O3RbS3
Method: DFT, wB97M-V/def2-TZVPD

Summary:
total charge: 0
LUMO: 0.1 eV
HOMO-LUMO gap: 0.28992 Eh
relative energy (zero: lowest compared OMol25 entry of this formula, charge and spin): 398.2 kcal per mole
largest force on an atom: 16.5 eV Å⁻¹

```
36
C6H18BF4O3RbS3 | OMol25 | wB97M-V/def2-TZVPD
Rb -0.59943 0.22057 -0.46131
B -2.40754 1.20549 0.94631
F -2.38952 -0.04256 0.38429
F -2.14111 2.11382 -0.06870
F -3.62856 1.40081 1.59767
F -1.30892 1.27514 1.79305
C -2.06044 -1.81055 1.38165
S -0.54793 -1.26874 2.32659
O 0.23282 -0.50516 1.28083
C 0.37687 -2.87563 2.56401
H -2.51646 -2.51193 2.08037
H -1.86662 -2.26432 0.40973
H -2.78634 -1.01645 1.20674
H 0.07308 -3.23270 3.54804
H 1.46644 -2.85623 2.54044
H 0.03028 -3.68572 1.92236
C -1.27656 3.65807 -1.59422
S 0.12261 3.19587 -0.43157
O 0.29659 1.76964 -0.81358
C 1.27832 4.31865 -1.34076
H -1.40020 4.73673 -1.49781
H -2.21553 3.24325 -1.22769
H -1.08857 3.52413 -2.65950
H 2.11502 4.41426 -0.64874
H 0.77341 5.24419 -1.61748
H 1.58672 3.68971 -2.17588
C 2.23924 -1.94977 0.44081
S 0.95391 -2.47989 -0.79598
O 0.06293 -1.32148 -1.18619
C 2.07555 -2.67210 -2.21757
H 3.07220 -2.65244 0.41780
H 1.95277 -1.75125 1.47359
H 2.62161 -0.97668 0.13260
H 2.69749 -3.56576 -2.26916
H 2.72069 -1.79867 -2.31261
H 1.48505 -2.77219 -3.12828
```

---

Molecular formula: C7H10N3O
Method: DFT, wB97M-V/def2-TZVPD

Summary:
total charge: +1
LUMO (alpha / beta): -5.7 / -5.7 eV
HOMO-LUMO gap (alpha / beta): 0.30341 / 0.30346 Eh
relative energy (zero: lowest compared OMol25 entry of this formula, charge and spin): 72.6 kcal per mole
largest force on an atom: 3.4 eV Å⁻¹

```
21
C7H10N3O | OMol25 | wB97M-V/def2-TZVPD
C 2.29380 -1.39131 0.62054
C 0.96519 0.50907 -1.46368
C 0.60720 1.37708 -0.40949
C -0.73970 -0.35460 -0.53670
C 1.21683 2.64477 0.09984
C -2.75223 -1.07196 0.68486
C -1.71090 -1.26975 -0.33024
N 2.00017 -0.39763 1.12610
N 0.24406 -0.59811 -1.40247
N -0.49851 0.84775 0.14430
O 2.44187 -2.35221 -0.15279
H 1.90006 0.43402 -1.96392
H 1.53494 3.29332 -0.71004
H 0.41649 3.06661 0.72376
H 2.10067 2.42129 0.66140
H -2.71300 -0.02926 1.04252
H -2.63009 -1.99163 1.39674
H -3.88024 -1.02136 0.37177
H 1.96876 -3.18972 0.06348
H -1.67851 -2.20762 -0.91372
H -1.08684 1.28125 0.94777
```

---

Molecular formula: C26H39MnNOP2
Method: DFT, wB97M-V/def2-TZVPD

Summary:
total charge: +2
LUMO (alpha / beta): -7.5 / -8.0 eV
HOMO-LUMO gap (alpha / beta): 0.25294 / 0.24014 Eh
multiplicity: 2
relative energy (zero: lowest compared OMol25 entry of this formula, charge and spin): 0.1 kcal per mole
largest force on an atom: 1.1 eV Å⁻¹

```
70
C26H39MnNOP2 | OMol25 | wB97M-V/def2-TZVPD
Mn -0.85064 -0.43881 0.20980
C 1.80463 2.55523 0.70807
C 1.10479 2.22114 2.01851
C 2.06478 1.52553 2.98421
P -0.43978 1.23999 1.79457
C -1.33559 1.14865 3.39159
C -0.94008 -0.09054 4.20023
C -1.19869 2.42756 4.22397
C -1.50893 2.13540 0.61721
C -2.56316 2.99714 0.92627
C -3.25694 3.62775 -0.08945
C -2.93428 3.39460 -1.43004
C -1.93063 2.51486 -1.76967
C -1.22208 1.87381 -0.74457
N -0.31388 0.83628 -0.96860
C 0.66170 0.81425 -1.96677
C 1.04246 1.91948 -2.72657
C 2.11696 1.78706 -3.59049
C 2.81305 0.58706 -3.68661
C 2.43003 -0.51534 -2.92754
C 1.34433 -0.40980 -2.07490
P 0.59382 -1.71228 -1.07211
C -0.23068 -2.83206 -2.27577
C -1.21469 -2.03821 -3.13643
C 0.76404 -3.60344 -3.14380
C 1.88542 -2.64062 -0.17567
C 2.61431 -1.70979 0.79027
C 1.26416 -3.83400 0.54901
H 2.66253 3.19207 0.92581
H 2.17841 1.65339 0.21913
H 1.16346 3.09965 0.01433
H 0.74613 3.15106 2.47279
H 2.41222 0.57593 2.57639
H 2.93694 2.16351 3.12830
H 1.62982 1.34388 3.96450
H -2.37910 1.02948 3.08012
H 0.07418 -0.01224 4.58731
H -1.60760 -0.17657 5.05781
H -1.02187 -1.00939 3.62106
H -0.19266 2.52631 4.63397
H -1.42455 3.33493 3.66389
H -1.88820 2.37577 5.06693
H -2.82890 3.19473 1.95556
H -4.05491 4.31533 0.15640
H -3.49764 3.89045 -2.20896
H -1.72360 2.27757 -2.80447
H 0.54283 2.87237 -2.62222
H 2.42967 2.63773 -4.18059
H 3.66180 0.51039 -4.35241
H 2.98719 -1.43965 -3.00607
H -0.78303 -3.54024 -1.65063
H -0.68263 -1.36225 -3.80805
H -1.79717 -2.72273 -3.75292
H -1.90955 -1.44494 -2.53770
H 1.35016 -2.92757 -3.76698
H 1.44350 -4.22438 -2.56057
H 0.21406 -4.26215 -3.81657
H 2.58634 -2.99392 -0.93926
H 1.94259 -1.39159 1.59036
H 3.44979 -2.23835 1.24956
H 3.01188 -0.82341 0.29133
H 0.52669 -3.50108 1.28560
H 0.78399 -4.53933 -0.12889
H 2.04029 -4.37482 1.08988
C -3.15228 -2.76867 -0.14460
C -2.23686 -1.70954 0.32436
O -2.09295 -1.30620 1.46922
H -3.96912 -2.90796 0.56202
H -2.57290 -3.69554 -0.19643
H -3.52343 -2.55292 -1.14400
```

---

Molecular formula: C5H20FHfN10O5
Method: DFT, wB97M-V/def2-TZVPD

Summary:
total charge: +3
LUMO: -15.3 eV
HOMO-LUMO gap: 0.08592 Eh
relative energy (zero: lowest compared OMol25 entry of this formula, charge and spin): 175.4 kcal per mole
largest force on an atom: 10.5 eV Å⁻¹

```
42
C5H20FHfN10O5 | OMol25 | wB97M-V/def2-TZVPD
Hf -0.27964 -2.95105 0.75449
F -0.13015 -0.70109 -0.07850
C 0.56067 2.11952 2.81120
O 1.34112 2.78980 3.39252
N -0.49098 1.61731 3.33063
N 0.74083 1.74535 1.58691
H -0.53396 1.79145 4.32457
H -1.19781 1.10137 2.82633
H 1.24738 2.28723 0.90143
H 0.03863 1.21496 1.09122
C -2.36844 -0.89959 2.86052
O -1.56483 -1.54499 2.27324
N -3.00270 0.07701 2.34354
N -2.72921 -1.02427 4.13925
H -3.71626 0.53401 2.89318
H -3.03921 0.28300 1.35545
H -2.58037 -1.91136 4.59862
H -3.27926 -0.39627 4.70773
C -2.22862 2.01309 -1.91983
O -1.38701 2.81165 -2.37799
N -3.53520 2.15754 -2.12433
N -2.00552 0.86033 -1.35917
H -4.25585 1.51950 -1.81828
H -3.69643 2.87705 -2.81455
H -1.08155 0.49680 -1.17416
H -2.75641 0.19804 -1.22640
C 2.90253 0.91562 -1.81272
O 2.11771 1.06363 -2.69539
N 2.60736 0.40244 -0.71664
N 4.16836 1.27499 -1.72870
H 1.66633 0.14652 -0.45384
H 3.21091 0.26212 0.08094
H 4.64127 1.29030 -0.83640
H 4.61918 1.48602 -2.60753
C 1.92304 -3.20622 -2.07267
O 1.46742 -3.08438 -0.90597
N 2.45178 -4.25305 -2.63130
N 1.65849 -2.21861 -2.86374
H 2.88808 -4.93485 -2.02724
H 2.46880 -4.51554 -3.60643
H 2.03404 -2.28636 -3.79888
H 1.10549 -1.40903 -2.62110
```

---

Molecular formula: C5H5N3OS
Method: DFT, wB97M-V/def2-TZVPD

Summary:
total charge: 0
LUMO (alpha / beta): -2.5 / -3.0 eV
HOMO-LUMO gap (alpha / beta): 0.23388 / 0.20690 Eh
relative energy (zero: lowest compared OMol25 entry of this formula, charge and spin): 90.5 kcal per mole
largest force on an atom: 3.8 eV Å⁻¹

```
15
C5H5N3OS | OMol25 | wB97M-V/def2-TZVPD
C 3.80617 0.74703 -0.26019
C 1.66486 0.95698 0.05005
C 1.78891 -0.41748 0.09849
C -0.76192 1.10026 0.15585
C -1.92620 -0.93972 -0.19496
N 2.82214 1.56788 -0.05906
N 0.51701 1.71610 0.12690
N -0.72265 -0.21288 -0.28314
O -1.74527 1.73239 0.46850
S 3.35740 -0.99924 -0.14137
H 4.81801 0.97824 -0.63331
H -2.66378 -0.58115 -1.10460
H -1.70067 -2.01187 -0.33806
H -2.40454 -0.65018 0.79919
H 0.68921 2.60830 0.46708
```